{"formula": "C3H7BrS", "method": "ωB97M-V/def2-TZVPD", "elements": ["C", "C", "Br", "H", "H", "H", "C", "S", "H", "H", "H", "H"], "positions_angstrom": [[1.766091, 1.722567, 0.006847], [2.760314, 1.043940, 0.544047], [3.548913, -0.540585, -0.080566], [1.372116, 2.668560, 0.558705], [1.370154, 1.331440, -0.836093], [3.115189, 1.492552, 1.365459], [-1.945771, -1.569885, -0.400596], [-1.539681, -0.816621, 1.269794], [-2.521469, -0.755287, -0.948773], [-2.506998, -2.562122, -0.073984], [-0.970082, -1.595500, -0.838526], [-1.580046, 0.496098, 0.863890]], "atomic_forces_ev_per_a": [[0.5, 1.6, 2.8], [-1.4, -0.1, -1.9], [-0.2, 0.2, 0.0], [0.7, -1.9, -1.3], [-1.8, -0.6, -2.7], [2.1, 0.7, 3.2], [-1.4, 0.7, 1.7], [-0.3, 0.8, -0.5], [0.2, -1.7, 0.6], [1.3, 2.1, -1.5], [0.2, -1.0, -0.7], [0.1, -0.8, 0.3]], "charge": 0, "lumo_energy_ha": 0.0287, "e_above_lowest_kcal_mol": 52.7, "homo_ev": -9.0, "e_tot_ha": -3090.62340, "fmax_ha_per_bohr": 0.0757, "smiles": "C=CBr.CS"}

***

{"formula": "C33H34I2N6OV", "method": "ωB97M-V/def2-TZVPD", "elements": ["V", "I", "C", "C", "C", "I", "C", "O", "C", "C", "N", "C", "C", "C", "C", "C", "C", "N", "C", "H", "H", "H", "H", "H", "H", "H", "H", "H", "H", "H", "C", "C", "C", "C", "C", "C", "C", "C", "C", "C", "C", "C", "C", "C", "H", "H", "H", "H", "H", "H", "H", "H", "H", "H", "H", "C", "N", "C", "N", "C", "N", "C", "N", "C", "C", "H", "H", "H", "H", "H", "H", "H", "H", "H", "H", "H", "H"], "positions_angstrom": [[0.414642, 0.549579, -0.115967], [2.277751, 5.046558, -5.943649], [2.032746, 3.711752, -4.380359], [3.122232, 3.383065, -3.574105], [2.970448, 2.488029, -2.524452], [4.554555, 2.001336, -1.278272], [1.717538, 1.931610, -2.316832], [1.509160, 1.027827, -1.312123], [0.614321, 2.256993, -3.097661], [-0.697707, 1.611978, -2.755932], [-0.962201, 1.672067, -1.277207], [-1.034370, 3.082912, -0.791339], [-0.075391, 3.383581, 0.328793], [0.047726, 4.680474, 0.794441], [0.962231, 4.963541, 1.791123], [1.757288, 3.934912, 2.282712], [1.578548, 2.667105, 1.788030], [0.647973, 2.370869, 0.851844], [0.775405, 3.157999, -4.134588], [4.089076, 3.828971, -3.763943], [-0.714461, 0.555294, -3.039560], [-1.510005, 2.109377, -3.288420], [-1.878944, 1.263518, -1.139414], [-2.051924, 3.300567, -0.463095], [-0.820531, 3.757650, -1.620723], [-0.563880, 5.462106, 0.361920], [1.066926, 5.972542, 2.167768], [2.514349, 4.114692, 3.032570], [2.195131, 1.851236, 2.131153], [-0.067431, 3.429048, -4.758187], [0.202027, -6.165143, -1.554124], [0.144779, -5.336066, -2.672418], [0.327418, -3.980516, -2.519521], [0.582090, -3.441464, -1.236274], [0.626343, -4.299121, -0.108780], [0.441545, -5.648564, -0.274386], [0.804902, -2.050180, -1.128379], [1.016787, -1.317778, 0.014930], [1.972357, -1.265551, 1.036299], [1.704659, -0.585404, 2.251730], [2.693414, -0.472627, 3.213584], [3.939838, -1.040510, 2.986116], [4.232111, -1.705638, 1.785195], [3.273009, -1.811017, 0.815740], [0.057026, -7.231118, -1.675526], [-0.039208, -5.756730, -3.651101], [0.293060, -3.323597, -3.380440], [0.810466, -3.894882, 0.879477], [0.478811, -6.315181, 0.576017], [0.725403, -1.478892, -2.058362], [0.717730, -0.197531, 2.461016], [2.488631, 0.026004, 4.151736], [4.700643, -0.978028, 3.754216], [5.212906, -2.135750, 1.633614], [3.480802, -2.313736, -0.120280], [-1.476944, -1.138785, 2.082184], [-2.733377, -1.645399, 2.544825], [-3.588087, -0.522838, 2.946232], [-3.814187, 0.372330, 1.808312], [-2.558000, 0.884848, 1.343691], [-1.614442, -0.210010, 0.877857], [-2.358681, -1.043386, -0.154630], [-3.623402, -1.519195, 0.316887], [-3.398130, -2.390546, 1.474594], [-4.459213, -0.385040, 0.730712], [-0.823511, -1.964702, 1.790141], [-1.023961, -0.572379, 2.895337], [-3.110936, 0.029909, 3.756864], [-4.542548, -0.904857, 3.302797], [-2.057403, 1.439251, 2.140860], [-2.751525, 1.563588, 0.511393], [-1.723053, -1.895709, -0.406421], [-2.515698, -0.453712, -1.060739], [-2.778078, -3.238286, 1.176681], [-4.352452, -2.767722, 1.836531], [-5.421613, -0.757104, 1.076161], [-4.633499, 0.271596, -0.124872]], "atomic_forces_ev_per_a": [[-0.7, -0.1, 0.4], [0.0, 0.0, 0.0], [0.0, 0.0, 0.0], [0.0, 0.0, 0.0], [0.0, 0.0, 0.0], [0.0, 0.0, 0.0], [0.0, 0.0, -0.1], [0.2, 0.0, -0.1], [0.0, -0.1, 0.0], [0.0, 0.0, -0.1], [0.1, 0.2, 0.0], [-0.1, 0.0, 0.0], [0.0, -0.2, 0.1], [0.0, 0.0, -0.1], [0.0, 0.0, 0.0], [0.0, 0.0, 0.0], [-0.1, -0.1, 0.0], [0.0, 0.0, 0.0], [0.0, 0.0, 0.0], [0.0, 0.0, 0.0], [0.0, 0.0, 0.0], [0.0, 0.0, 0.0], [-0.1, 0.0, 0.0], [0.0, 0.0, 0.0], [0.0, 0.0, 0.0], [0.0, 0.0, 0.0], [0.0, 0.0, 0.0], [0.0, 0.0, 0.0], [0.0, 0.0, 0.0], [0.0, 0.0, 0.0], [0.0, 0.0, 0.0], [0.0, 0.0, 0.0], [0.0, 0.0, 0.0], [0.0, -0.1, 0.0], [0.0, 0.0, -0.1], [0.0, 0.0, 0.0], [0.1, 0.2, 0.1], [-0.1, -0.2, -0.3], [0.2, 0.0, 0.1], [0.2, 0.0, 0.1], [-0.1, 0.0, 0.0], [0.0, 0.0, 0.0], [0.0, 0.0, 0.0], [0.0, 0.0, 0.0], [0.0, 0.0, 0.0], [0.0, 0.0, 0.0], [0.0, 0.0, 0.0], [0.0, 0.0, 0.0], [0.0, 0.0, 0.0], [0.0, 0.0, 0.0], [0.0, 0.0, 0.0], [0.0, 0.0, 0.0], [0.0, 0.0, 0.0], [0.0, 0.0, 0.0], [0.0, 0.0, 0.0], [0.0, 0.0, 0.0], [0.0, 0.0, 0.0], [0.0, 0.0, 0.0], [0.0, 0.0, 0.0], [0.0, 0.0, 0.0], [0.4, 0.3, -0.1], [0.1, -0.1, 0.0], [0.0, 0.0, 0.0], [0.0, 0.0, 0.0], [0.0, 0.0, 0.0], [0.0, 0.0, 0.0], [0.0, 0.0, 0.0], [0.0, 0.0, 0.0], [0.0, 0.0, 0.0], [0.0, 0.0, 0.0], [0.0, 0.0, 0.0], [0.0, 0.0, 0.0], [0.0, 0.0, 0.0], [0.0, 0.0, 0.0], [0.0, 0.0, 0.0], [0.0, 0.0, 0.0], [0.0, 0.0, 0.0]], "charge": 3, "lumo_energy_ha": [-0.3965, -0.3960], "e_above_lowest_kcal_mol": 0.0, "homo_ev": [-15.5, -15.5], "e_tot_ha": -3220.06705, "fmax_ha_per_bohr": 0.0153}

***

{"formula": "C28H29BNO2PPtSe2", "method": "ωB97M-V/def2-TZVPD", "elements": ["Pt", "Se", "P", "Se", "C", "C", "C", "C", "C", "C", "C", "C", "C", "C", "C", "C", "H", "H", "H", "H", "H", "H", "H", "H", "H", "H", "C", "C", "C", "C", "N", "C", "C", "H", "H", "H", "H", "H", "H", "H", "C", "C", "C", "C", "C", "C", "C", "C", "O", "B", "O", "C", "C", "H", "H", "H", "H", "H", "H", "H", "H", "H", "H", "H", "H"], "positions_angstrom": [[0.613011, 0.142699, 1.727136], [-0.387126, 0.524625, 3.891238], [0.004332, 2.707282, 3.716489], [0.866884, 2.494928, 1.662153], [-1.453659, 3.716694, 3.726780], [-2.241679, 3.848984, 2.580873], [-3.417730, 4.573440, 2.650828], [-3.810926, 5.147296, 3.854061], [-3.033231, 5.003688, 4.995894], [-1.849142, 4.290048, 4.941142], [1.196831, 3.299720, 4.890306], [1.412700, 4.682976, 4.949721], [2.375085, 5.180043, 5.808614], [3.109233, 4.309476, 6.606980], [2.891384, 2.939766, 6.547785], [1.939703, 2.425553, 5.683026], [-1.938372, 3.393176, 1.647225], [-4.028626, 4.694853, 1.766967], [-4.731248, 5.713927, 3.901807], [-3.347701, 5.450947, 5.928600], [-1.242131, 4.181128, 5.830794], [0.831837, 5.362821, 4.338012], [2.550168, 6.245654, 5.861304], [3.854887, 4.704607, 7.283782], [3.460725, 2.270910, 7.178152], [1.769515, 1.358023, 5.637850], [3.228510, -1.354756, -3.871871], [2.628307, -0.984379, -2.555674], [3.162045, -1.435033, -1.350082], [2.580262, -1.067705, -0.158474], [1.491292, -0.279317, -0.108180], [0.963421, 0.171120, -1.266059], [1.502472, -0.158557, -2.484253], [4.054153, -2.052280, -3.757703], [3.595709, -0.460595, -4.378817], [2.474229, -1.804196, -4.518893], [4.034341, -2.073720, -1.334487], [2.988416, -1.403502, 0.786873], [0.091792, 0.807315, -1.182639], [1.042575, 0.226196, -3.384626], [-7.904577, 0.426009, -0.362293], [-6.716286, 0.567207, -1.324516], [-6.622617, 2.027391, -1.766439], [-6.953308, -0.302922, -2.567191], [-5.442652, 0.098362, -0.620674], [-5.368263, -1.220315, -0.148014], [-4.256331, -1.739382, 0.503086], [-3.204429, -0.872105, 0.670434], [-1.957469, -1.099241, 1.289702], [-1.343393, 0.101584, 1.154309], [-2.037809, 1.074928, 0.519685], [-3.257449, 0.425056, 0.214425], [-4.349497, 0.948322, -0.435299], [-8.818583, 0.762320, -0.853210], [-7.757499, 1.031424, 0.534056], [-8.057971, -0.607669, -0.052056], [-7.551221, 2.313238, -2.259892], [-5.812070, 2.186723, -2.480906], [-6.484004, 2.701208, -0.917753], [-7.860033, 0.022886, -3.078279], [-7.078988, -1.354790, -2.309867], [-6.120382, -0.221155, -3.267830], [-6.216716, -1.874547, -0.293798], [-4.223614, -2.759388, 0.858418], [-4.348892, 1.970603, -0.783230]], "atomic_forces_ev_per_a": [[-0.1, 0.1, 0.1], [0.0, 0.0, -0.1], [0.0, 0.0, 0.0], [0.0, 0.0, 0.0], [0.0, 0.0, 0.0], [0.0, 0.0, 0.0], [0.0, 0.0, 0.0], [0.0, 0.0, 0.0], [0.0, 0.0, 0.0], [0.0, 0.0, 0.0], [0.0, 0.1, 0.0], [0.0, 0.0, 0.0], [0.0, 0.0, 0.0], [0.0, 0.0, 0.0], [0.0, 0.0, 0.0], [0.0, 0.0, 0.0], [0.0, 0.0, 0.0], [0.0, 0.0, 0.0], [0.0, 0.0, 0.0], [0.0, 0.0, 0.0], [0.0, 0.0, 0.0], [0.0, 0.0, 0.0], [0.0, 0.0, 0.0], [0.0, 0.0, 0.0], [0.0, 0.0, 0.0], [0.0, 0.0, 0.0], [0.0, 0.0, 0.0], [0.0, 0.0, 0.0], [0.0, 0.0, 0.0], [0.0, 0.0, 0.0], [-0.1, 0.0, -0.1], [0.0, 0.0, 0.0], [0.0, 0.0, 0.0], [0.0, 0.0, 0.0], [0.0, 0.0, 0.0], [0.0, 0.0, 0.0], [0.0, 0.0, 0.0], [0.0, 0.0, 0.0], [0.0, 0.0, 0.0], [0.0, 0.0, 0.0], [0.0, 0.0, 0.0], [0.0, 0.0, 0.0], [0.0, 0.0, 0.0], [0.0, 0.0, 0.0], [0.0, 0.0, 0.0], [0.0, 0.0, 0.0], [0.0, 0.0, 0.0], [0.0, 0.0, 0.0], [-0.1, 0.0, 0.0], [0.2, -0.1, 0.1], [-0.1, 0.0, 0.0], [0.0, 0.0, 0.0], [0.0, 0.0, 0.0], [0.0, 0.0, 0.0], [0.0, 0.0, 0.0], [0.0, 0.0, 0.0], [0.0, 0.0, 0.0], [0.0, 0.0, 0.0], [0.0, 0.0, 0.0], [0.0, 0.0, 0.0], [0.0, 0.0, 0.0], [0.0, 0.0, 0.0], [0.0, 0.0, 0.0], [0.0, 0.0, 0.0], [0.0, 0.0, 0.0]], "charge": 2, "lumo_energy_ha": -0.3079, "e_above_lowest_kcal_mol": 1.1, "homo_ev": -13.5, "e_tot_ha": -6577.61485, "fmax_ha_per_bohr": 0.0044}

***

{"formula": "C11H18", "method": "ωB97M-V/def2-TZVPD", "elements": ["C", "C", "C", "C", "C", "C", "C", "H", "H", "H", "H", "H", "H", "H", "H", "C", "C", "C", "C", "H", "H", "H", "H", "H", "H", "H", "H", "H", "H"], "positions_angstrom": [[-1.485118, -1.839229, 1.613346], [-0.010899, -1.678196, 1.861249], [0.495084, -0.889569, 2.878324], [1.862470, -0.788767, 3.106116], [2.725075, -1.583904, 2.374849], [2.209550, -2.380920, 1.364659], [0.866695, -2.381114, 1.021314], [-1.683471, -2.701189, 0.979075], [-1.865689, -1.035616, 0.961522], [-2.119240, -1.785750, 2.495083], [-0.207084, -0.339259, 3.494150], [2.137949, -0.035263, 3.833879], [3.793302, -1.560619, 2.536702], [2.860952, -3.009812, 0.784636], [0.527566, -2.859312, 0.113298], [0.420457, 2.669360, -2.315791], [-0.578879, 1.713901, -1.673768], [-1.982400, 2.325976, -1.720174], [-0.614289, 0.352599, -2.429666], [1.400882, 2.225169, -2.198967], [0.379108, 3.644432, -1.822472], [0.158863, 2.877757, -3.345216], [-0.310742, 1.474459, -0.679287], [-2.213864, 2.536956, -2.748272], [-2.822145, 1.729903, -1.363955], [-1.971962, 3.291565, -1.203246], [0.128933, 0.329088, -3.212398], [-0.554559, -0.483058, -1.732131], [-1.546545, 0.180424, -2.972852]], "atomic_forces_ev_per_a": [[-0.4, 1.0, -1.0], [-0.4, -0.7, -0.7], [-0.2, -0.1, 0.0], [-0.7, 0.3, 0.0], [0.1, 0.2, 0.1], [0.0, -0.2, -0.6], [0.3, 0.8, 1.1], [-0.1, -0.4, 0.5], [0.2, 0.2, 0.2], [0.2, -0.4, 0.1], [0.1, 0.1, 0.0], [0.6, -0.3, 0.1], [0.0, 0.0, 0.1], [0.4, 0.0, -0.2], [-0.1, -0.3, 0.2], [-0.5, 0.1, 0.9], [-1.4, -0.7, -1.7], [0.3, 0.6, 0.4], [-0.5, 0.3, 0.1], [0.4, 0.2, -0.3], [0.2, -0.1, 0.2], [0.1, -0.3, -0.4], [0.4, 0.1, 1.2], [-0.1, 0.2, -0.7], [0.3, -0.3, 0.3], [-0.2, -0.1, 0.1], [0.6, -0.4, 0.1], [0.4, -0.1, -0.1], [-0.2, 0.3, 0.1]], "charge": 0, "lumo_energy_ha": 0.0337, "e_above_lowest_kcal_mol": 14.0, "homo_ev": -9.0, "e_tot_ha": -429.91829, "fmax_ha_per_bohr": 0.0447, "smiles": "Cc1ccccc1.CC(C)C"}

***

{"formula": "C25H18F3GeHfN2O4", "method": "ωB97M-V/def2-TZVPD", "elements": ["Hf", "O", "C", "O", "C", "C", "N", "N", "C", "C", "O", "O", "H", "H", "H", "F", "C", "F", "F", "C", "Ge", "C", "C", "C", "C", "C", "C", "C", "C", "C", "C", "C", "C", "C", "C", "C", "C", "C", "C", "H", "H", "H", "H", "H", "H", "H", "H", "H", "H", "H", "H", "H", "H", "H"], "positions_angstrom": [[0.851627, 1.202852, -1.355398], [3.554286, 3.290987, 3.411510], [2.401269, 3.923583, 3.322323], [1.995284, 4.646605, 4.203279], [1.595230, 3.712334, 2.094556], [0.355195, 4.276851, 1.901396], [-0.079683, 3.897733, 0.695810], [0.792286, 3.138961, 0.062753], [1.828522, 2.992494, 0.896999], [2.913178, 2.077295, 0.496012], [3.916098, 1.938453, 1.189289], [2.694701, 1.411598, -0.589795], [3.750819, 2.755737, 2.589215], [-0.216438, 4.899178, 2.568426], [-0.971828, 4.058073, 0.248392], [2.245486, 1.095575, -3.329624], [1.155552, 2.002211, -3.756152], [1.667951, 2.514533, -4.881901], [1.412751, 3.068721, -2.786041], [-1.243527, 1.497683, -1.383836], [-1.379509, -0.258822, -0.706472], [0.100910, -1.548169, -1.464884], [0.602357, -1.278762, -2.746670], [1.731915, -1.929350, -3.240324], [2.396906, -2.849780, -2.447297], [1.906964, -3.151377, -1.182202], [0.774973, -2.508529, -0.702928], [-0.661001, -0.443135, 1.191608], [0.709010, -0.222721, 1.359160], [1.307156, -0.149670, 2.607495], [0.523755, -0.306201, 3.743655], [-0.840393, -0.527191, 3.610970], [-1.422923, -0.587714, 2.349982], [-2.935877, -1.514869, -0.820662], [-3.065202, -2.642292, -0.014919], [-4.083566, -3.561868, -0.228586], [-4.981738, -3.372705, -1.269957], [-4.865440, -2.253306, -2.084161], [-3.852703, -1.333125, -1.853618], [0.049609, -0.592993, -3.388486], [2.094264, -1.710878, -4.237213], [3.291895, -3.336113, -2.816094], [2.423178, -3.873059, -0.559448], [0.404832, -2.759569, 0.284843], [1.354080, -0.159611, 0.470745], [2.374189, 0.023345, 2.693346], [0.981571, -0.253103, 4.723637], [-1.449594, -0.654544, 4.499103], [-2.492377, -0.750868, 2.260799], [-2.354224, -2.808951, 0.788677], [-4.175504, -4.429300, 0.415218], [-5.762879, -4.100675, -1.455856], [-5.564899, -2.106702, -2.899148], [-3.758493, -0.448852, -2.477527]], "atomic_forces_ev_per_a": [[-5.4, 1.3, -3.8], [0.2, -0.1, -0.1], [-0.2, 0.1, 0.2], [0.0, 0.0, -0.1], [0.2, -0.1, -0.4], [-0.1, 0.1, 0.2], [-0.3, 0.1, -0.3], [1.3, -1.1, 0.3], [-0.6, 0.7, 0.4], [0.9, -0.6, -0.2], [-0.1, 0.2, 0.2], [2.2, 0.7, 1.6], [0.0, 0.0, 0.0], [0.0, 0.0, -0.1], [-0.1, -0.2, -0.1], [0.4, 0.0, -0.1], [0.2, -0.2, 0.0], [-0.3, 0.0, 0.0], [0.2, 0.0, 0.3], [2.0, -1.2, 0.8], [-0.6, -0.2, 0.5], [0.2, 0.8, 0.0], [-0.2, -0.2, 0.1], [0.2, -0.2, 0.0], [0.0, 0.1, -0.3], [-0.2, 0.0, 0.2], [0.2, -0.3, 0.0], [-0.3, -0.1, 0.0], [-0.3, 0.0, 0.0], [0.1, 0.1, -0.1], [0.0, 0.0, 0.0], [0.0, 0.0, 0.0], [0.0, 0.0, 0.0], [0.2, 0.3, -0.2], [0.1, 0.0, 0.1], [0.0, 0.0, 0.0], [0.0, 0.0, 0.0], [0.0, -0.1, 0.0], [0.0, 0.2, 0.0], [0.1, 0.2, 0.1], [0.0, 0.1, 0.0], [0.0, 0.0, 0.0], [0.0, 0.0, 0.0], [0.1, 0.1, 0.0], [0.1, -0.3, 0.5], [0.0, 0.0, 0.0], [0.0, 0.0, 0.0], [0.0, 0.0, 0.0], [0.0, 0.0, 0.0], [0.0, 0.0, 0.0], [0.0, 0.0, 0.0], [0.0, 0.0, 0.0], [0.0, 0.0, 0.0], [0.0, 0.0, 0.0]], "charge": -1, "lumo_energy_ha": 0.0916, "e_above_lowest_kcal_mol": 72.5, "homo_ev": -3.1, "e_tot_ha": -3798.42408, "fmax_ha_per_bohr": 0.1314}